[1]
One molecule with the formula C6H8O2 at a distorted geometry, computed with ωB97M-V/def2-TZVPD.

Summary:
SMILES = C=C=C(C)[C@]1(O)CO1
frontier orbital gap (alpha / beta) = 8.21 / 6.95 eV
multiplicity = 1
ΔE to the lowest compared entry with this formula, charge and spin = 127.0 kcal/mol

The geometry in XYZ format:
```
16
Properties=species:S:1:pos:R:3:nbo_charge:R:1
C 0.469 -1.993 0.002 -0.121
C 0.470 1.960 0.170 -0.627
C 0.928 -0.545 -0.003 0.456
C -0.056 0.554 0.120 -0.137
C -1.332 0.302 0.016 0.169
C -2.603 0.060 -0.097 -0.492
O 1.182 -1.431 1.104 -0.485
O 2.116 -0.329 -0.796 -0.721
H 2.887 -0.550 -0.246 0.486
H -0.570 -2.246 0.166 0.178
H 0.986 -2.682 -0.654 0.188
H 0.249 2.476 -0.771 0.224
H 1.554 1.988 0.322 0.227
H 0.006 2.521 0.988 0.223
H -3.314 0.874 -0.184 0.217
H -2.971 -0.958 -0.138 0.213
```

=====

[2]
A 2-piece molecular cluster, C5H11N overall, computed with ωB97M-V/def2-TZVPD.

Summary:
frontier orbital gap = 7.81 eV
multiplicity = 1
ΔE to the lowest compared entry with this formula, charge and spin = 99.4 kcal/mol

The geometry in XYZ format:
```
17
Properties=species:S:1:pos:R:3:nbo_charge:R:1
C 0.048 -1.784 -1.270 -0.872
C 0.688 1.079 -1.368 -0.302
N 0.432 0.891 -0.106 -0.201
C 1.167 0.540 1.103 -0.230
C -0.276 0.386 0.889 0.005
C -1.555 0.651 1.581 -0.642
H 1.106 -1.767 -1.550 0.207
H -0.223 -2.776 -0.913 0.204
H -0.550 -1.520 -2.147 0.206
H 1.720 1.068 -1.692 0.196
H -0.133 1.141 -2.070 0.197
H 1.837 -0.321 0.992 0.177
H 1.577 1.380 1.671 0.172
H -0.174 -1.103 -0.433 0.220
H -1.772 -0.169 2.274 0.229
H -2.388 0.721 0.875 0.227
H -1.504 1.581 2.165 0.206
```

=====

[3]
A 3-piece molecular cluster, C37H63BN5O6 overall at a distorted geometry, computed with ωB97M-V/def2-TZVPD.

Summary:
frontier orbital gap = 7.12 eV
multiplicity = 1
ΔE to the lowest compared entry with this formula, charge and spin = 291.2 kcal/mol
charge = +1

The geometry in XYZ format:
```
112
Properties=species:S:1:pos:R:3:mulliken_charge:R:1
C 4.792 -1.513 1.985 -0.315
C 4.644 -0.466 1.182 -0.266
C 4.407 0.786 0.159 -0.339
C 3.115 1.639 0.728 -0.161
C 1.958 1.463 -0.429 -1.497
C 0.578 2.220 -0.080 0.329
C 0.003 1.491 1.279 -0.560
C -0.342 -0.074 1.083 -0.286
C 0.276 -1.064 2.205 -0.987
C 0.769 -2.445 1.502 0.004
C -0.419 -3.287 0.798 0.218
O -0.339 -3.108 -0.661 -0.396
C -1.663 -2.899 -1.235 -0.067
C -1.605 -2.242 -2.738 -0.913
C -0.509 1.981 -1.286 -0.405
C -1.875 2.863 -1.048 -0.760
N -2.856 2.597 -2.132 0.024
C -4.247 2.378 -1.616 -0.228
C -5.384 2.244 -2.757 -0.692
C -5.504 0.695 -3.208 -0.410
C -4.408 0.454 -4.395 -0.609
N -1.413 4.292 -0.923 0.988
C -2.501 5.300 -1.037 -1.090
C -0.633 4.358 0.313 -1.348
N -0.985 4.897 1.485 0.238
C -0.127 4.894 2.731 0.368
C -0.544 3.926 3.924 -0.136
C 0.263 3.875 5.307 -0.502
C 1.530 4.789 5.537 -0.408
C 1.941 5.760 4.333 -0.580
C 1.131 5.814 2.952 -0.186
N 0.712 3.673 0.284 1.284
B 1.510 4.485 -0.697 -0.129
O 2.093 5.747 -0.179 -0.692
N 1.748 4.196 -2.150 0.096
C 0.980 5.106 -3.064 -0.702
C 3.244 4.398 -2.338 -0.933
H 5.042 -2.456 2.598 0.281
H 4.128 0.280 -0.854 0.291
H 5.360 1.424 0.098 0.364
H 2.834 1.133 1.720 0.278
H 3.412 2.751 0.823 0.156
H 1.836 0.304 -0.527 0.604
H 2.426 1.778 -1.454 0.619
H -0.957 1.998 1.681 0.073
H 0.771 1.554 2.158 0.686
H -1.505 -0.177 1.163 0.338
H -0.069 -0.507 0.047 -0.121
H 1.171 -0.545 2.710 0.431
H -0.574 -1.262 2.977 0.302
H 1.525 -2.175 0.664 0.150
H 1.261 -3.094 2.322 -0.190
H -1.453 -2.992 1.206 0.373
H -0.209 -4.420 0.989 -0.320
H -2.204 -3.922 -1.271 0.262
H -2.321 -2.188 -0.600 0.198
H -2.696 -2.315 -3.150 0.318
H -1.288 -1.136 -2.713 0.097
H -0.906 -2.866 -3.407 0.284
H -0.101 2.357 -2.315 0.342
H -0.773 0.874 -1.445 -0.415
H -2.305 2.563 -0.002 0.277
H -2.810 3.281 -2.903 0.457
H -4.226 1.351 -1.055 0.216
H -4.490 3.162 -0.788 0.123
H -6.391 2.565 -2.256 0.299
H -5.118 2.977 -3.602 0.335
H -5.253 -0.048 -2.342 0.255
H -6.585 0.435 -3.533 0.322
H -4.142 1.493 -4.841 0.245
H -4.818 -0.229 -5.233 0.293
H -3.459 0.045 -3.884 -0.051
H -3.276 5.175 -0.171 0.388
H -3.079 5.293 -2.030 0.308
H -2.061 6.369 -0.899 0.308
H -1.907 5.351 1.584 0.334
H -1.489 3.284 3.742 0.279
H -0.145 3.164 6.112 0.331
H 2.113 4.784 6.545 0.342
H 2.864 6.433 4.542 0.311
H 1.484 6.565 2.161 0.229
H 1.441 6.454 -0.435 0.326
H 1.682 5.868 -3.605 0.324
H 0.515 4.459 -3.915 0.260
H 0.147 5.716 -2.557 0.210
H 3.831 4.092 -1.374 0.209
H 3.517 5.519 -2.513 0.373
H 3.657 3.816 -3.250 0.298
O -3.964 -6.512 -1.022 -0.621
C -2.847 -6.920 -0.805 0.487
O -2.439 -7.431 0.388 -0.395
C -1.035 -7.711 0.326 0.125
C -0.722 -7.853 -1.143 -0.627
C -1.703 -6.896 -1.780 -0.046
H -0.493 -6.883 0.788 -0.006
H -0.818 -8.628 0.880 0.350
H 0.321 -7.637 -1.383 0.349
H -0.939 -8.875 -1.472 0.287
H -1.302 -5.881 -1.836 -0.068
H -2.018 -7.242 -2.765 0.378
O 1.227 -6.409 1.160 -0.467
C 2.313 -6.462 1.688 0.101
O 2.947 -7.620 2.017 -0.404
C 4.155 -7.315 2.722 -0.522
C 4.497 -5.899 2.327 -0.614
C 3.134 -5.279 2.116 -0.008
H 3.967 -7.413 3.795 0.267
H 4.937 -8.020 2.433 0.354
H 5.105 -5.379 3.071 0.353
H 5.050 -5.900 1.381 0.310
H 2.722 -4.876 3.044 0.208
H 3.156 -4.514 1.338 0.259
```

=====

[4]
A 2-piece molecular cluster, C9H23N3P overall, computed with ωB97M-V/def2-TZVPD.

Summary:
frontier orbital gap = 6.57 eV
multiplicity = 1
charge = -1

The geometry in XYZ format:
```
36
Properties=species:S:1:pos:R:3:nbo_charge:R:1
C -4.500 -0.453 1.266 -0.626
C -4.101 -0.038 -0.154 -0.210
N -2.727 -0.386 -0.498 -0.964
P -1.414 0.371 0.543 0.766
C -0.119 -1.018 -0.095 -0.790
C -0.033 -1.171 -1.561 0.327
C -0.734 -2.360 -2.174 -0.679
N 0.550 -0.351 -2.358 -0.727
H -3.891 -1.297 1.597 0.218
H -5.560 -0.727 1.302 0.181
H -4.343 0.356 1.983 0.207
H -4.302 1.042 -0.289 0.150
H -4.768 -0.560 -0.855 0.161
H -2.547 0.009 -1.420 0.347
H -0.993 1.233 -0.586 -0.198
H -2.336 1.419 1.015 -0.174
H -1.773 -0.524 1.643 -0.186
H -0.375 0.960 1.368 -0.162
H -0.421 -1.959 0.375 0.207
H 0.849 -0.678 0.291 0.186
H -0.787 -2.250 -3.259 0.208
H -0.204 -3.285 -1.920 0.198
H -1.744 -2.424 -1.759 0.243
H 0.941 0.418 -1.811 0.321
C 4.305 1.390 -0.667 -0.617
C 4.553 0.935 0.766 -0.375
C 3.252 0.599 1.501 -0.514
C 2.379 1.764 1.631 0.287
N 1.693 2.681 1.679 -0.320
H 3.705 2.301 -0.688 0.220
H 5.246 1.593 -1.180 0.203
H 3.769 0.626 -1.233 0.218
H 5.092 1.709 1.317 0.198
H 5.184 0.043 0.770 0.199
H 3.455 0.208 2.499 0.238
H 2.701 -0.174 0.961 0.258
```

=====

Copy entry 1 word for word.
One molecule with the formula C6H8O2 at a distorted geometry, computed with ωB97M-V/def2-TZVPD.

Summary:
SMILES = C=C=C(C)[C@]1(O)CO1
frontier orbital gap (alpha / beta) = 8.21 / 6.95 eV
multiplicity = 1
ΔE to the lowest compared entry with this formula, charge and spin = 127.0 kcal/mol

The geometry in XYZ format:
```
16
Properties=species:S:1:pos:R:3:nbo_charge:R:1
C 0.469 -1.993 0.002 -0.121
C 0.470 1.960 0.170 -0.627
C 0.928 -0.545 -0.003 0.456
C -0.056 0.554 0.120 -0.137
C -1.332 0.302 0.016 0.169
C -2.603 0.060 -0.097 -0.492
O 1.182 -1.431 1.104 -0.485
O 2.116 -0.329 -0.796 -0.721
H 2.887 -0.550 -0.246 0.486
H -0.570 -2.246 0.166 0.178
H 0.986 -2.682 -0.654 0.188
H 0.249 2.476 -0.771 0.224
H 1.554 1.988 0.322 0.227
H 0.006 2.521 0.988 0.223
H -3.314 0.874 -0.184 0.217
H -2.971 -0.958 -0.138 0.213
```